1.
Density functional theory data (wB97M-V/def2-TZVPD) for a cluster of 2 separate species, C5H7NO in total at a distorted geometry.

For the max |F|, the calculation gives 3.0 eV/A. Its gap between HOMO and LUMO is 10.65 eV. For the electronic energy, the calculation gives -8835.6372 eV. Its SMILES is c1ccncc1.O. Its LUMO energy is 0.7 eV. The energy relative to the best compared isomer or geometry (same formula, charge and spin) comes out at 13.04 kcal per mole.

Last column: Mulliken charge in e.
Cartesian coordinates (Å):
C 2.21038 0.07201 -0.14740  -0.182
C 1.57423 -1.14370 -0.01763  -0.471
C 0.18009 -1.16836 0.05815  -0.085
N -0.61462 -0.05646 0.15937  -0.384
C 0.03832 1.09065 0.06934  -0.114
C 1.43243 1.22885 0.00636  -0.499
H 3.26999 0.12789 -0.33714  0.377
H 2.08636 -2.11319 -0.19608  0.298
H -0.33667 -2.13035 0.18170  0.342
H -0.59221 1.99720 -0.00471  0.346
H 1.77153 2.23097 -0.10692  0.352
O -3.87996 -0.01555 -0.22455  -0.687
H -4.24988 0.19623 0.63656  0.305
H -2.88997 -0.31619 -0.07706  0.402


2.
Density functional theory data (wB97M-V/def2-TZVPD) for an isolated molecule of C5H7NO at a distorted geometry.

For the max |F|, the calculation gives 1.4 eV/A. Its gap between HOMO and LUMO is 9.56 eV. For the electronic energy, the calculation gives -8833.1119 eV. Its SMILES is C1=N[C@H]2C[C@H]2CO1. Its LUMO energy is 0.9 eV. The energy relative to the best compared isomer or geometry (same formula, charge and spin) comes out at 71.28 kcal per mole.

Last column: Mulliken charge in e.
Cartesian coordinates (Å):
C -0.25861 0.96717 1.37243  0.047
N 0.52908 1.52120 0.53157  -0.579
C 0.70751 0.82260 -0.69976  -0.134
C 1.26567 -0.71945 -0.17033  -0.781
C -0.05360 -0.41924 -0.79926  -0.186
C -1.37108 -0.49906 -0.10934  -0.478
O -1.24151 0.05916 1.18890  -0.345
H -0.19219 1.20444 2.42972  0.384
H 1.04145 1.44174 -1.53274  0.392
H 1.68443 -0.38574 0.76126  0.314
H 1.72260 -1.66495 -0.49248  0.319
H -0.02962 -0.84405 -1.80122  0.441
H -1.69241 -1.53571 0.01837  0.327
H -2.11173 0.05189 -0.69712  0.279


3.
Density functional theory data (wB97M-V/def2-TZVPD) for a cluster of 2 separate species, C5H7NO in total at a distorted geometry.

For the max |F|, the calculation gives 4.0 eV/A. Its gap between HOMO and LUMO is 10.38 eV. For the electronic energy, the calculation gives -8834.9698 eV. Its SMILES is c1ccncc1.O. Its LUMO energy is 0.8 eV. The energy relative to the best compared isomer or geometry (same formula, charge and spin) comes out at 28.44 kcal per mole.

Last column: Mulliken charge in e.
Cartesian coordinates (Å):
C -0.17841 -0.08049 -1.75797  -0.301
C 0.74061 0.92724 -1.37177  -0.437
C 0.61535 1.31013 -0.01627  -0.154
N -0.12040 0.73771 0.94424  -0.714
C -0.94661 -0.13297 0.52528  0.108
C -1.05019 -0.58028 -0.79881  -0.464
H -0.36266 -0.38361 -2.71452  0.457
H 1.57780 1.29210 -2.01607  0.320
H 1.27289 2.07147 0.35557  0.393
H -1.64861 -0.47754 1.26575  0.332
H -1.84442 -1.20884 -1.04659  0.411
O 0.70726 -1.41330 1.96325  -0.669
H 0.61740 -1.59040 2.86153  0.292
H 0.62001 -0.47123 1.80637  0.426


4.
Density functional theory data (wB97M-V/def2-TZVPD) for an isolated molecule of C5H7NO at a distorted geometry.

For the max |F|, the calculation gives 1.3 eV/A. Its gap between HOMO and LUMO is 8.22 eV. For the electronic energy, the calculation gives -8831.0820 eV. Its SMILES is O=CC/C=C1\CN1. Its LUMO energy is 0.2 eV. The energy relative to the best compared isomer or geometry (same formula, charge and spin) comes out at 118.09 kcal per mole.

Last column: Mulliken charge in e.
Cartesian coordinates (Å):
O -1.93414 0.69702 0.73644  -0.515
C -0.75833 0.84116 1.01787  0.028
C 0.15679 1.70215 0.11719  -0.506
C 0.26671 0.70082 -1.01029  -0.528
C 0.10712 -0.55030 -0.54868  0.316
C 0.78006 -1.68354 0.03676  -0.320
N -0.41995 -1.82909 -0.84387  -0.643
H -0.33598 0.37515 1.92662  0.372
H 1.10630 2.11248 0.47760  0.302
H -0.50707 2.54115 -0.12753  0.287
H 0.28679 0.92993 -2.06347  0.407
H 0.82224 -2.02021 1.06092  0.274
H 1.65846 -1.89897 -0.57651  0.216
H -1.22901 -1.91773 -0.20305  0.310